[1]
C5H12O2 | wB97M-V/def2-TZVPD

## Properties
Gap between HOMO and LUMO = 9.4160 eV
E_LUMO = 0.56 eV

The geometry in XYZ format:
```
19
Properties=species:S:1:pos:R:3:forces:R:3
C 1.691292 -1.283067 -0.149529 0.7 0.0 1.4
C 0.443548 -1.299391 -0.602053 0.0 -1.6 -1.0
C -0.269844 -0.387892 -1.526008 -0.1 0.4 2.3
C -0.744505 0.797980 -1.110635 1.0 -0.1 -1.6
C -1.060597 1.851923 -2.109581 -1.3 0.2 -1.3
H 2.081651 -2.069183 0.488916 -0.6 -0.8 -0.3
H 2.453864 -0.538129 0.033236 -0.5 1.0 -1.3
H -0.027376 -2.299509 -0.527420 0.0 0.5 0.2
H -0.478492 -0.834433 -2.487155 0.1 0.5 -0.4
H -0.651182 1.196291 -0.112384 0.3 -0.5 0.4
H -1.878787 2.522810 -1.828711 0.4 0.2 0.3
H -1.400283 1.476618 -3.092433 0.2 -0.4 0.4
H -0.160917 2.410571 -2.368063 0.0 0.3 0.4
H 0.961013 -0.182426 1.878487 0.6 -0.5 -0.1
H 1.621755 1.032579 2.298013 0.8 -0.1 0.1
O 1.872026 0.121558 2.065567 -1.4 1.0 0.6
H -2.078145 0.620905 2.532343 -0.8 -0.1 -0.1
H -2.269181 -0.871074 1.928007 -0.6 0.4 0.1
O -1.672805 -0.184376 2.224159 1.5 -0.2 0.0
```
Positions in Å, forces in eV/Å.

[2]
C5H12O2 | wB97M-V/def2-TZVPD

## Properties
Gap between HOMO and LUMO = 9.7200 eV
E_LUMO = 0.82 eV

The geometry in XYZ format:
```
19
Properties=species:S:1:pos:R:3:forces:R:3
C 0.444812 -2.630016 -0.033496 -0.6 0.6 0.0
C 0.444915 -1.322417 -0.784452 1.6 -0.7 0.0
C 1.136099 -0.225580 -0.480448 -0.8 0.8 -0.1
C 1.443958 0.801474 -1.482230 0.7 0.0 0.0
C 1.747720 0.575544 -2.757473 0.3 0.3 0.2
H 0.695005 -3.364014 -0.788380 -0.1 -0.5 0.0
H 1.199536 -2.695432 0.741925 0.0 0.2 0.2
H -0.533669 -2.850866 0.396664 0.0 -0.2 -0.1
H 0.220546 -1.425300 -1.833319 -0.6 0.1 -0.3
H 1.364134 0.074664 0.532042 0.4 -0.5 0.3
H 1.677273 1.808627 -1.147874 -0.6 0.1 0.2
H 2.036474 1.446065 -3.329661 0.0 -0.2 -0.4
H 1.858963 -0.408343 -3.192804 -0.3 0.0 -0.1
H -1.315479 0.794491 1.491326 0.1 -0.2 0.0
H -0.760706 1.011807 0.086546 -0.4 -0.1 0.1
O -1.583134 1.048569 0.602076 0.2 0.2 0.0
H -2.487207 1.788884 2.681084 -0.2 0.1 0.2
H -2.847783 1.788778 4.179479 -0.1 0.1 0.0
O -2.362520 1.306759 3.508153 0.2 -0.1 -0.3
```
Positions in Å, forces in eV/Å.

[3]
C5H12O2 | wB97M-V/def2-TZVPD

## Properties
Gap between HOMO and LUMO = 10.9472 eV
E_LUMO = 0.97 eV

The geometry in XYZ format:
```
19
Properties=species:S:1:pos:R:3:forces:R:3
C 2.503022 -0.562000 0.631566 0.0 0.0 0.0
C 1.557402 0.077257 -0.384102 0.0 0.0 0.0
C 0.106642 -0.245133 -0.028436 0.0 -0.1 -0.1
O -0.170645 0.167077 1.318726 0.0 0.2 0.0
C -0.961091 0.305304 -0.972166 0.0 0.0 0.0
C -2.363564 0.014240 -0.425514 0.0 -0.2 -0.4
O -2.727699 0.856495 0.650180 0.0 -0.1 0.2
H 3.552326 -0.328386 0.429972 -0.1 0.0 0.0
H 2.253411 -0.218981 1.639368 0.1 -0.1 -0.1
H 2.389681 -1.652927 0.622084 0.1 0.1 0.0
H 1.778482 -0.282613 -1.397907 -0.1 0.0 0.1
H 1.695506 1.168809 -0.405430 -0.1 -0.1 0.0
H 0.002205 -1.338367 -0.002184 0.0 0.1 0.1
H -0.193568 1.135342 1.309579 0.1 -0.1 0.1
H -0.848538 -0.149847 -1.965631 0.0 0.0 0.2
H -0.846060 1.391459 -1.102345 0.0 -0.1 0.1
H -2.405727 -1.043136 -0.116646 -0.1 0.1 -0.1
H -3.119684 0.159345 -1.202008 0.1 0.0 0.1
H -2.202102 0.546055 1.400885 -0.1 0.1 -0.1
```
Positions in Å, forces in eV/Å.

[4]
C5H12O2 | wB97M-V/def2-TZVPD

## Properties
Gap between HOMO and LUMO = 10.4219 eV
E_LUMO = 0.91 eV

The geometry in XYZ format:
```
19
Properties=species:S:1:pos:R:3:forces:R:3
O 1.823169 0.100123 -1.184296 -0.1 -0.2 -0.2
C 1.255390 0.561555 -0.228179 0.4 0.3 -0.2
C -0.027328 0.017087 0.330735 0.2 0.2 -0.3
C -1.268637 0.963161 0.199210 0.5 -0.3 0.3
C -0.980066 2.236400 -0.580573 0.5 -0.2 -0.3
C -1.883260 1.313864 1.555254 -0.6 0.0 0.2
H 1.734454 1.440765 0.248278 -0.3 0.0 0.3
H 0.161612 -0.205969 1.376402 0.0 -0.1 0.2
H -0.162460 -0.925101 -0.200964 -0.2 0.0 0.1
H -1.993512 0.374607 -0.351958 -0.2 0.0 -0.2
H -0.594828 2.017822 -1.573327 -0.2 -0.1 -0.3
H -1.887842 2.821537 -0.673968 0.0 0.3 0.0
H -0.172952 2.815140 -0.119210 -0.4 0.2 0.2
H -1.578379 0.646571 2.355502 0.1 -0.1 0.1
H -2.975339 1.257823 1.518703 0.0 0.0 -0.1
H -1.674721 2.334126 1.867152 0.3 0.1 0.0
H 1.526536 -4.929265 -0.880705 -0.1 0.3 0.5
H 1.556945 -4.480185 0.608286 0.1 -0.2 -0.1
O 1.141092 -4.310645 -0.240111 -0.1 -0.1 -0.4
```
Positions in Å, forces in eV/Å.